No. 1
Here is a molecular structure, C25H20ClF3O2PTl in a non-equilibrium geometry from the Open Molecules 2025 dataset. Energies are from the ωB97M-V functional and the def2-TZVPD basis.

XYZ file:
```
53
Properties=species:S:1:pos:R:3:mulliken_charge:R:1
H -1.95 -1.60 4.68 0.360
H 0.94 5.30 -3.17 0.371
C -3.38 -0.06 -3.10 -0.642
H -1.68 1.27 -3.04 0.351
H -3.87 0.50 -3.89 0.393
H 3.84 -3.14 -3.96 0.367
H 1.45 -3.05 -4.68 0.400
C -2.13 0.36 -2.63 -0.137
C -2.09 -1.52 -1.08 -0.246
H 0.57 -1.28 5.61 0.434
Cl 2.44 0.68 1.41 -0.442
C -1.04 -1.86 4.15 -0.431
C -3.34 -1.92 -1.55 -0.588
C 0.29 -1.67 4.63 -0.165
C 0.81 4.30 -2.76 -0.452
H 2.89 -0.60 -0.60 0.002
C 1.21 1.91 -2.90 -0.012
C -0.41 2.41 6.48 0.725
F 0.09 1.54 7.42 -0.252
C 1.36 3.20 -3.43 -0.627
O 0.45 1.22 4.63 -0.699
C 3.53 -1.86 -2.24 -0.629
H 1.66 1.06 -3.41 0.321
C 1.20 -2.12 3.62 -0.671
O -1.80 1.51 4.70 -0.630
C -0.07 2.84 -1.05 -0.306
H -1.80 -2.68 2.20 0.396
H -3.82 -2.81 -1.12 0.401
C -3.98 -1.20 -2.56 -0.481
H 2.29 -2.09 3.69 0.356
C 1.78 -2.51 -3.79 -0.588
F -1.52 2.99 7.00 -0.242
H -0.61 2.69 -0.11 0.136
C -0.95 -2.42 2.83 -0.433
H -0.19 -1.74 -3.38 0.362
H 4.57 -1.89 -1.92 0.413
C 0.11 4.12 -1.56 -0.743
H -4.96 -1.53 -2.93 0.366
F 0.52 3.40 6.30 -0.243
P 0.18 0.07 -0.96 0.618
C -1.47 -0.38 -1.63 0.190
H -0.31 4.98 -1.03 0.385
C 0.47 1.72 -1.72 0.508
C 0.43 -2.57 2.51 -0.228
C -0.64 1.64 5.13 0.583
C 3.12 -2.56 -3.39 -0.451
C 0.85 -1.76 -3.07 -0.069
C 2.61 -1.12 -1.51 -0.213
C 1.27 -1.02 -1.94 0.055
H 1.90 3.34 -4.36 0.397
Tl -0.08 0.89 2.21 0.970
H -1.58 -2.08 -0.29 0.298
H 0.84 -2.94 1.57 0.463
```

## Properties
E: -2388.69562 Eh
Orbital gap (spin up / spin down): 4.44 / 6.25 eV
LUMO energy (spin up / spin down): -3.910 / -2.116 eV
Largest force on an atom: 3.06 eV/Å
Highest occupied orbital energy (spin up / spin down): -8.3 / -8.4 eV


No. 2
Here is a molecular structure, C25H20ClMnN6S2 from the Open Molecules 2025 dataset. Energies are from the ωB97M-V functional and the def2-TZVPD basis.

XYZ file:
```
55
Properties=species:S:1:pos:R:3:mulliken_charge:R:1
N -2.51 0.05 0.78 -0.821
C -4.58 -2.90 1.20 -0.384
N 0.52 0.11 -2.36 0.126
C 2.42 2.87 -1.89 -0.418
H 2.33 4.68 -2.99 0.428
N -2.93 -1.21 0.92 0.510
H -1.90 0.82 -4.55 0.428
C 1.19 -0.52 -4.55 -0.228
C -0.65 0.54 -2.85 -0.113
C -1.22 0.19 0.71 0.593
H 1.72 -1.18 6.43 0.421
H -0.86 -1.73 3.06 0.454
C 1.42 -0.41 -3.20 -0.056
S 5.47 0.78 -0.60 -0.158
C -0.95 0.46 -4.19 -0.865
C 3.97 0.12 -0.19 -0.357
H 2.98 0.18 2.57 0.463
H -3.81 -3.65 1.12 0.380
H 3.41 -0.10 4.99 0.418
H -2.24 -1.96 0.86 0.366
H -7.91 -2.55 1.63 0.410
C -6.54 -0.91 1.38 -0.605
C -5.23 -0.53 1.19 -0.261
S -0.44 1.69 0.36 -0.150
H -4.95 0.51 1.12 0.455
H 3.90 -0.80 0.37 0.529
H 6.30 3.29 -2.16 0.434
C 4.37 4.09 -2.65 -0.575
C 5.23 3.17 -2.08 -0.491
Cl 2.40 -1.19 -5.57 -0.165
H 2.37 -0.74 -2.78 0.572
H -6.17 -4.29 1.46 0.398
Mn 1.01 0.10 -0.37 0.361
C 0.06 -1.37 3.49 -0.093
C -5.89 -3.25 1.39 -0.677
C 4.67 2.08 -1.42 0.978
H -1.35 0.97 -2.14 0.414
H -0.41 -1.98 5.48 0.413
C 0.32 -1.51 4.83 -0.771
H -0.22 -0.14 -6.13 0.476
C 2.49 -0.46 4.56 -0.800
C 1.53 -1.06 5.37 -0.419
N 2.91 0.78 -0.61 0.218
H 4.77 4.94 -3.17 0.416
C -6.87 -2.26 1.48 -0.422
C -0.02 -0.07 -5.07 -0.116
C -4.24 -1.53 1.10 0.817
H -7.31 -0.16 1.46 0.401
N 0.84 -0.61 1.34 0.174
C 3.28 1.93 -1.32 0.068
N -0.32 -0.91 0.65 -0.668
H 1.35 2.76 -1.81 0.244
C 2.26 -0.31 3.21 -0.318
C 1.03 -0.77 2.66 0.418
C 2.98 3.94 -2.55 -0.850
```

## Properties
E: -3700.17371 Eh
Orbital gap (spin up / spin down): 6.70 / 6.44 eV
Net charge: +2
LUMO energy (spin up / spin down): -6.990 / -7.846 eV
2S+1: 5
Largest force on an atom: 0.23 eV/Å
Highest occupied orbital energy (spin up / spin down): -13.7 / -14.3 eV


No. 3
Here is a molecular structure, C25H20CoNS5 in a non-equilibrium geometry from the Open Molecules 2025 dataset. Energies are from the ωB97M-V functional and the def2-TZVPD basis.

XYZ file:
```
52
Properties=species:S:1:pos:R:3:mulliken_charge:R:1
S 0.15 2.39 -0.78 -0.323
H -5.05 2.94 -2.90 0.388
H 1.35 4.89 -0.24 0.425
C -0.08 1.31 4.01 -0.521
C 2.11 4.13 -0.08 -0.698
H -1.86 -4.18 0.55 0.366
C -4.18 2.29 -2.90 -0.723
Co 0.03 -0.22 -0.67 0.513
H 2.11 -4.39 -1.00 0.383
C 4.37 3.52 0.47 -0.696
C -1.16 -6.14 0.05 -0.545
C 2.75 1.83 -0.07 0.034
C 0.14 -4.14 -0.18 0.599
H 1.98 0.70 4.08 0.501
H -4.50 1.64 -0.88 0.365
C 1.76 2.79 -0.27 0.854
C -0.09 -6.89 -0.42 -0.463
C 3.39 4.49 0.29 -0.516
H 4.78 1.42 0.40 0.472
H 2.22 -1.39 1.59 0.406
C 1.20 -4.88 -0.71 -0.555
S 2.45 0.07 -0.23 -0.193
C -1.21 1.38 3.23 -0.961
H -1.59 1.33 -4.85 0.435
C -1.05 -4.77 0.17 -0.454
H -3.59 2.77 -4.90 0.367
C 1.08 -6.25 -0.82 -0.507
H 3.19 0.05 2.06 0.601
H 3.64 5.53 0.40 0.362
C -1.92 0.65 -2.86 0.630
C 4.04 2.20 0.29 -0.560
C 1.07 0.30 2.18 0.795
H -3.26 1.08 1.56 0.598
C -2.75 0.75 -1.74 0.320
C -2.32 1.08 1.01 -1.044
C -2.24 1.39 -4.00 -0.722
S -0.49 -0.35 -2.89 -0.294
N -0.03 0.37 1.43 0.791
H -2.13 1.82 3.60 0.473
S -2.42 -0.23 -0.28 -0.167
H -2.20 2.02 0.47 0.411
H -2.08 -6.63 0.33 0.360
C -1.15 0.90 1.92 0.534
H 5.37 3.80 0.75 0.384
C -3.87 1.57 -1.76 -0.328
H -0.09 1.70 5.02 0.424
H -0.16 -7.97 -0.47 0.363
C -3.36 2.20 -4.01 -0.533
S 0.38 -2.46 0.25 -0.332
C 1.08 0.77 3.48 -1.012
H 1.89 -6.84 -1.23 0.362
C 2.29 -0.30 1.56 -1.368
```

## Properties
E: -4393.13053 Eh
Orbital gap (spin up / spin down): 6.34 / 5.97 eV
LUMO energy (spin up / spin down): -1.000 / -1.278 eV
Largest force on an atom: 2.08 eV/Å
Highest occupied orbital energy (spin up / spin down): -7.3 / -7.3 eV


No. 4
Here is a molecular structure, C25H20IN5Re in a non-equilibrium geometry from the Open Molecules 2025 dataset. Energies are from the ωB97M-V functional and the def2-TZVPD basis.

XYZ file:
```
52
Properties=species:S:1:pos:R:3:mulliken_charge:R:1
C -5.28 1.66 -0.64 -0.371
C 3.37 0.87 1.09 -0.120
C -1.78 -3.05 -0.37 -0.139
C -2.44 -4.88 1.02 -0.472
C -2.93 -2.36 0.00 0.961
H -0.48 -0.72 -4.59 0.416
C 6.85 0.49 1.48 -0.777
C 0.88 1.17 0.86 -0.949
I -3.03 -1.63 -4.33 0.173
C -4.39 3.23 -2.23 -0.705
H 0.96 -0.74 -2.43 0.359
Re -1.84 -0.36 -2.17 1.013
N -3.13 -1.08 -0.57 0.393
N 4.50 0.40 0.60 -0.554
H -1.21 1.31 0.48 0.535
H -4.74 -2.39 1.15 0.469
H -6.20 3.53 -1.13 0.427
H -0.64 -4.85 -0.15 0.412
N 3.56 1.53 2.28 -0.011
C 5.47 0.74 1.49 0.659
C -1.53 -4.31 0.14 -0.959
C 7.00 1.67 3.60 -0.417
C -3.31 2.39 -2.49 -0.532
C -4.21 0.81 -0.89 0.406
H -1.62 0.64 -4.86 0.458
N -0.25 0.25 -1.03 -0.053
C 7.59 0.95 2.53 -0.505
C -5.37 2.87 -1.32 -0.580
H 3.06 -0.40 -1.20 0.560
H 0.80 1.73 1.78 0.351
C -3.21 1.17 -1.83 0.102
C 2.12 -0.02 -0.81 -0.639
H 8.65 0.77 2.55 0.403
N -4.12 -0.40 -0.24 -0.684
H 7.30 -0.06 0.65 0.451
C 2.12 0.69 0.41 0.982
H -4.46 4.18 -2.75 0.445
C -3.85 -2.94 0.88 -0.228
H -2.54 2.69 -3.19 0.485
H -6.04 1.36 0.08 0.528
H 2.87 1.99 2.85 0.193
C -3.59 -4.20 1.38 -0.690
H -1.05 -2.60 -1.05 0.141
H 5.21 2.48 4.47 0.396
H -4.30 -4.66 2.06 0.406
H 7.63 2.01 4.41 0.403
C -1.37 -0.21 -4.23 -0.789
C -0.25 0.94 0.14 -0.125
C 5.65 1.94 3.64 -1.026
C 4.89 1.47 2.57 0.763
C 0.95 -0.21 -1.48 -0.386
H -2.24 -5.87 1.42 0.422
```

## Properties
E: -1613.80729 Eh
Orbital gap (spin up / spin down): 5.86 / 4.72 eV
Net charge: +2
LUMO energy (spin up / spin down): -7.194 / -8.323 eV
2S+1: 4
Largest force on an atom: 1.63 eV/Å
Highest occupied orbital energy (spin up / spin down): -13.1 / -13.0 eV